No. 1
This record from the Open Molecules 2025 dataset describes a cluster of 7 separate species, C15H40N4O7 in total at a distorted geometry. The level of theory is ωB97M-V with the def2-TZVPD basis set.

Computed properties:
max |F|	3.91	eV/Å
energy relative to the best compared isomer or geometry (same formula, charge and spin)	1.737	eV
HOMO	-9.313	eV
LUMO	-0.12	eV
E	-1341.0756	Ha
gap between HOMO and LUMO	0.3378	Ha
SMILES	CN(C)C=O.CN(C)C=O.CN(C)C=O.CN(C)C=O.CO.CO.CO

ORCA input file:
```
! RIJCOSX wB97M-V def2-TZVPD def2/J DEFGRID3
* xyz 0 1
C 13.869 -18.503 4.499
N 12.940 -19.628 4.682
C 11.561 -19.421 4.433
C 13.421 -20.913 4.734
O 12.788 -21.950 4.458
H 13.706 -17.656 5.164
H 13.907 -18.258 3.437
H 14.850 -18.792 4.874
H 10.891 -20.280 4.402
H 11.373 -18.781 5.295
H 11.321 -18.766 3.594
H 14.501 -20.907 4.944
C 18.329 -19.814 -1.701
N 17.900 -18.821 -2.691
C 18.773 -17.660 -2.975
C 16.687 -18.913 -3.182
O 16.133 -18.039 -3.853
H 17.734 -20.725 -1.761
H 18.404 -19.528 -0.652
H 19.293 -20.195 -2.038
H 19.756 -17.831 -3.413
H 18.254 -17.206 -3.819
H 18.929 -17.039 -2.093
H 16.241 -19.879 -2.900
C 16.165 -21.406 1.928
N 17.030 -22.584 2.277
C 17.236 -22.808 3.753
C 17.785 -23.303 1.424
O 18.658 -24.126 1.779
H 16.170 -21.103 0.882
H 16.391 -20.561 2.578
H 15.201 -21.817 2.229
H 16.274 -22.871 4.262
H 17.860 -23.648 4.057
H 17.763 -21.934 4.136
H 17.649 -22.943 0.393
C 13.485 -12.970 -0.799
N 12.239 -12.770 -0.183
C 11.095 -13.540 -0.722
C 12.061 -11.872 0.794
O 10.941 -11.704 1.367
H 13.355 -12.518 -1.782
H 13.738 -14.022 -0.937
H 14.340 -12.575 -0.251
H 10.108 -13.116 -0.539
H 11.065 -13.367 -1.797
H 11.128 -14.600 -0.467
H 13.092 -11.499 0.899
C 13.192 -16.443 -3.681
O 14.486 -16.026 -4.093
H 12.800 -15.849 -2.855
H 12.473 -16.721 -4.452
H 13.456 -17.426 -3.292
H 15.105 -16.755 -4.010
C 15.973 -15.218 3.701
O 16.734 -15.830 2.673
H 14.982 -15.576 3.421
H 16.026 -15.689 4.683
H 16.032 -14.133 3.788
H 17.650 -15.972 2.924
C 15.020 -17.802 -0.344
O 15.268 -18.331 0.972
H 14.546 -18.465 -1.069
H 14.526 -16.831 -0.367
H 16.065 -17.740 -0.648
H 15.879 -17.683 1.330
*
```

No. 2
This record from the Open Molecules 2025 dataset describes a cluster of 2 separate species, C11H20NP in total at a distorted geometry. The level of theory is ωB97M-V with the def2-TZVPD basis set.

Computed properties:
max |F|	4.09	eV/Å
energy relative to the best compared isomer or geometry (same formula, charge and spin)	0.834	eV
HOMO (spin up / spin down)	-6.529 / -8.829	eV
LUMO (spin up / spin down)	0.64 / -1.28	eV
E	-826.9476	Ha
gap between HOMO and LUMO (spin up / spin down)	0.2634 / 0.2772	Ha

ORCA input file:
```
! RIJCOSX wB97M-V def2-TZVPD def2/J DEFGRID3
* xyz 0 3
C 3.281 0.119 -0.499
C 4.503 -0.523 0.026
C 3.160 -0.668 0.760
C -0.502 1.840 0.234
C -1.108 0.840 -0.685
C 3.016 0.196 2.021
C -1.250 2.159 1.453
C -1.135 -2.179 -1.637
C -3.361 0.138 -1.290
C -1.880 -1.697 -0.345
C -2.253 -0.199 -0.242
N 0.109 0.636 0.089
P 2.226 0.897 -1.467
H 5.024 -1.330 -0.454
H 5.266 0.154 0.346
H 2.486 -1.608 0.575
H 0.013 2.795 -0.247
H -1.008 0.984 -1.735
H 2.477 -0.297 2.813
H 2.389 1.015 1.672
H 4.036 0.657 2.213
H -1.585 3.144 1.572
H -0.779 1.891 2.379
H -2.204 1.604 1.460
H -1.512 -1.645 -2.482
H -1.473 -3.218 -1.670
H -0.070 -1.881 -1.398
H -3.663 1.111 -1.117
H -4.258 -0.483 -1.167
H -3.076 0.038 -2.308
H -2.943 -2.251 -0.296
H -1.330 -2.117 0.585
H -2.598 -0.123 0.840
*
```

No. 3
This record from the Open Molecules 2025 dataset describes a cluster of 2 separate species, C5H14N2O2S in total at a distorted geometry. The level of theory is ωB97M-V with the def2-TZVPD basis set.

Computed properties:
max |F|	6.42	eV/Å
energy relative to the best compared isomer or geometry (same formula, charge and spin)	1.476	eV
HOMO	-9.709	eV
LUMO	0.49	eV
E	-856.9919	Ha
gap between HOMO and LUMO	0.3747	Ha

ORCA input file:
```
! RIJCOSX wB97M-V def2-TZVPD def2/J DEFGRID3
* xyz 0 1
C -0.910 -0.596 -0.871
C -1.479 1.757 -0.093
C -0.177 1.286 -2.137
C 0.978 0.832 -0.029
C -0.402 0.833 -0.718
N 1.216 1.421 1.015
N 0.669 -3.122 1.624
O 2.136 -1.398 2.716
O -0.341 -1.062 2.130
S 1.227 -1.457 1.609
H -0.339 -1.257 -1.559
H -1.893 -0.580 -1.230
H -0.869 -1.263 -0.004
H -0.924 2.723 -0.208
H -1.794 1.390 0.819
H -2.265 1.663 -0.879
H -0.962 0.941 -2.922
H 0.003 2.364 -2.272
H 0.773 0.800 -2.489
H 1.761 0.328 -0.666
H 2.177 1.536 1.294
H -0.450 -0.219 2.343
H 0.427 -3.163 0.638
H 1.437 -3.755 1.889
*
```

- Number 2 is which compound?
  C11H20NP